Molecular formula: C41H95N5O9
Method: DFT, the ωB97M-V functional and the def2-TZVPD basis

Atoms and positions in Å:
C  14.715  -29.822  -21.763
C  16.017  -30.497  -22.170
C  16.627  -29.857  -23.490
C  17.133  -30.307  -20.992
C  16.913  -31.394  -19.872
C  17.052  -32.759  -20.487
C  16.030  -32.996  -21.613
C  16.613  -34.231  -22.367
C  14.672  -33.544  -20.837
N  15.853  -31.927  -22.543
O  15.203  -32.103  -23.773
H  14.215  -30.333  -20.941
H  14.926  -28.776  -21.540
H  14.045  -29.925  -22.616
H  16.006  -29.872  -24.385
H  16.726  -28.786  -23.314
H  17.636  -30.229  -23.668
H  18.123  -30.549  -21.378
H  16.888  -29.332  -20.571
H  17.686  -31.243  -19.119
H  15.906  -31.193  -19.505
H  16.964  -33.485  -19.679
H  18.057  -33.009  -20.828
H  17.186  -34.947  -21.777
H  17.176  -33.777  -23.182
H  15.853  -34.842  -22.853
H  13.996  -33.922  -21.604
H  14.237  -32.692  -20.315
H  14.950  -34.371  -20.184
H  15.934  -32.127  -24.395
C  7.485  -32.234  -19.830
C  6.052  -32.596  -20.258
C  5.891  -32.124  -21.681
C  5.883  -34.188  -20.247
C  5.831  -34.883  -18.843
C  4.749  -34.305  -17.974
C  4.797  -32.698  -17.967
C  3.341  -32.344  -17.408
C  5.877  -32.336  -16.949
N  4.919  -32.203  -19.320
O  4.673  -30.841  -19.401
H  7.647  -31.162  -19.945
H  7.912  -32.374  -18.837
H  8.207  -32.703  -20.498
H  4.847  -31.903  -21.903
H  6.471  -31.247  -21.967
H  6.410  -32.806  -22.355
H  5.018  -34.504  -20.830
H  6.598  -34.591  -20.964
H  5.817  -35.973  -18.851
H  6.777  -34.700  -18.334
H  4.802  -34.831  -17.021
H  3.781  -34.591  -18.386
H  3.268  -31.272  -17.226
H  3.411  -32.757  -16.401
H  2.556  -32.725  -18.062
H  6.384  -31.421  -17.256
H  6.737  -33.003  -17.009
H  5.462  -32.094  -15.970
H  5.524  -30.463  -19.165
C  12.989  -33.839  -17.246
C  11.687  -33.526  -16.374
C  10.384  -33.892  -17.063
C  11.671  -34.384  -15.073
C  12.305  -33.855  -13.760
C  11.836  -32.408  -13.662
C  12.299  -31.512  -14.783
C  11.570  -30.134  -14.545
C  13.882  -31.342  -14.887
N  11.689  -32.097  -15.994
O  11.732  -31.238  -17.089
H  13.893  -33.981  -16.654
H  13.245  -33.086  -17.992
H  12.916  -34.782  -17.788
H  10.443  -34.966  -17.239
H  10.410  -33.319  -17.990
H  9.474  -33.647  -16.515
H  10.723  -34.906  -14.939
H  12.272  -35.262  -15.309
H  13.386  -33.823  -13.895
H  12.081  -34.377  -12.829
H  12.255  -32.073  -12.714
H  10.747  -32.353  -13.660
H  11.998  -29.250  -15.017
H  10.493  -30.125  -14.718
H  11.622  -29.701  -13.546
H  14.372  -32.302  -15.048
H  14.198  -30.751  -15.746
H  14.396  -30.861  -14.056
H  10.834  -30.913  -17.190
C  12.520  -37.716  -19.883
O  13.447  -38.237  -18.942
C  12.903  -38.885  -17.899
C  12.539  -37.811  -16.866
N  11.883  -38.506  -15.733
C  11.072  -37.789  -14.742
C  10.217  -38.695  -13.763
O  11.221  -39.685  -13.331
C  10.862  -40.321  -12.145
H  12.088  -38.503  -20.501
H  12.870  -37.024  -20.649
H  11.818  -37.128  -19.293
H  13.564  -39.632  -17.459
H  12.032  -39.510  -18.096
H  11.975  -36.980  -17.291
H  13.501  -37.384  -16.584
H  12.337  -39.311  -15.326
H  10.347  -37.130  -15.221
H  11.642  -37.152  -14.066
H  9.435  -39.222  -14.310
H  9.654  -38.166  -12.995
H  9.812  -40.571  -12.294
H  11.138  -39.905  -11.176
H  11.314  -41.312  -12.110
C  8.049  -34.222  -13.564
O  8.421  -35.359  -14.272
C  7.607  -35.812  -15.273
C  6.850  -37.058  -14.732
N  5.633  -36.859  -13.881
C  5.031  -38.235  -13.545
C  5.787  -39.101  -12.488
O  6.133  -38.513  -11.188
C  5.305  -38.898  -10.095
H  8.882  -33.941  -12.919
H  7.157  -34.426  -12.971
H  7.666  -33.342  -14.081
H  8.336  -35.910  -16.076
H  6.924  -35.110  -15.752
H  7.611  -37.535  -14.114
H  6.639  -37.742  -15.554
H  6.035  -36.598  -12.992
H  4.697  -38.684  -14.481
H  4.078  -38.038  -13.053
H  6.726  -39.469  -12.900
H  5.313  -40.044  -12.215
H  4.291  -38.581  -10.336
H  5.559  -38.230  -9.272
H  5.333  -39.932  -9.752
C  12.114  -26.843  -16.285
O  10.838  -27.434  -16.528
H  12.623  -26.840  -17.249
H  12.040  -25.873  -15.794
H  12.777  -27.383  -15.609
H  10.384  -26.738  -17.008
C  15.545  -36.367  -14.067
O  16.926  -36.445  -13.767
H  15.226  -35.445  -13.581
H  15.288  -36.154  -15.104
H  15.029  -37.229  -13.643
H  16.917  -36.320  -12.815

Its energy relative to the best compared isomer or geometry (same formula, charge and spin) is 11.9296 eV. The SMILES is CC1(C)CCCC(C)(C)N1O.CC1(C)CCCC(C)(C)N1O.CC1(C)CCCC(C)(C)N1O.COCCNCCOC.COCCNCCOC.CO.CO. The LUMO energy comes out at 0.375 eV. For the calculated total energy, the calculation gives -69922.42065 eV. The molar mass comes out at 802.24 g/mol.